1.
{
  "formula": "C29H26O2S",
  "method": "wB97M-V/def2-TZVPD",
  "e_homo_ev": -6.068,
  "lumo_energy_ev": -1.935,
  "total_charge": 0,
  "homo_lumo_gap_ev": 4.13,
  "e_tot_ha": -1669.22741,
  "symbols": ["C", "O", "C", "C", "C", "C", "C", "C", "C", "C", "C", "C", "C", "C", "C", "C", "C", "C", "C", "O", "C", "C", "C", "C", "C", "H", "H", "H", "H", "H", "H", "H", "H", "H", "H", "H", "H", "H", "H", "H", "H", "H", "H", "H", "H", "H", "S", "C", "C", "C", "C", "C", "C", "H", "H", "H", "H", "H"],
  "coordinates": [[7.625591, -2.191436, -0.019746], [6.610114, -2.689553, 0.875835], [5.377142, -2.123287, 0.844813], [4.395129, -2.684905, 1.695406], [3.100702, -2.209785, 1.675965], [2.762311, -1.068415, 0.914079], [1.402971, -0.524668, 0.865406], [0.286780, -1.387079, 0.786245], [-1.038200, -0.991851, 0.713089], [-2.173609, -1.882273, 0.710467], [-3.492100, -1.358975, 0.710187], [-4.595138, -2.201677, 0.651035], [-4.413041, -3.595088, 0.603979], [-3.115502, -4.125681, 0.637788], [-2.008061, -3.283335, 0.705345], [1.247377, 0.929836, 0.884771], [1.999773, 1.730491, 1.786098], [1.794962, 3.087661, 1.869602], [0.919200, 3.730853, 0.958518], [0.803896, 5.075651, 1.080561], [-0.041075, 5.797777, 0.163605], [0.227236, 2.960745, -0.001493], [0.359715, 1.583740, 0.015667], [3.781970, -0.460110, 0.143444], [5.042367, -1.019269, 0.028398], [8.490295, -2.802819, 0.232521], [7.347337, -2.340575, -1.073877], [7.842821, -1.127663, 0.158064], [4.690350, -3.513139, 2.332864], [2.332493, -2.681550, 2.288083], [0.525828, -2.451081, 0.796560], [-1.294784, 0.060970, 0.772390], [-3.614023, -0.273551, 0.736259], [-5.599075, -1.773416, 0.669339], [-5.279923, -4.258267, 0.553971], [-2.962983, -5.205358, 0.635125], [-1.001950, -3.701358, 0.750337], [2.721376, 1.251921, 2.450350], [2.312791, 3.704636, 2.600291], [0.077159, 6.827277, 0.497625], [0.298470, 5.692181, -0.877708], [-1.093075, 5.486080, 0.246920], [-0.418452, 3.434042, -0.743369], [-0.225795, 0.999042, -0.702222], [3.557195, 0.442391, -0.426753], [5.774008, -0.600096, -0.663147], [-1.625677, -0.364096, -2.177574], [-3.023191, 0.473130, -2.551157], [-3.250459, 1.808910, -2.114353], [-4.557098, 2.257858, -1.972670], [-5.626998, 1.473489, -2.436342], [-5.373687, 0.263364, -3.107822], [-4.075340, -0.201147, -3.236790], [-2.391508, 2.417571, -1.838092], [-4.742830, 3.221572, -1.493514], [-6.652820, 1.808674, -2.290363], [-6.194194, -0.321252, -3.528309], [-3.826753, -1.107114, -3.785708]],
  "forces_ev_per_a": [[-0.3538, -0.1830, 0.3361], [-0.1258, 0.3344, -0.3396], [-0.3786, 0.3642, -0.1924], [0.5419, 0.0301, -0.4266], [-0.1534, 0.4000, -0.2132], [0.6410, -0.0617, 0.0382], [-1.1709, -0.2548, -0.0675], [1.5185, 0.2144, 0.1057], [-0.7736, 0.5111, -0.4006], [-0.6039, -0.7403, 0.0676], [0.4000, -0.1547, 0.0077], [0.2172, -0.1471, 0.1730], [0.3070, 0.2852, 0.0174], [-0.1040, 0.1522, 0.1290], [-0.2840, 0.2166, -0.0488], [0.1601, 0.7273, -0.0473], [-0.1393, -0.5234, -0.1582], [-0.2934, 0.5223, -0.4814], [-0.1699, -0.5014, -0.2293], [-0.1452, -0.2128, -0.3174], [0.2750, -0.2442, 0.3317], [0.2752, 0.6716, 0.5573], [0.0585, -0.3641, -0.1119], [-0.6071, -0.0870, 0.0350], [0.3965, -0.5284, 0.5502], [0.0364, 0.1853, -0.1933], [0.0025, -0.0029, 0.3199], [-0.0907, -0.3047, 0.0357], [-0.0918, 0.0775, -0.1154], [0.2271, 0.0911, -0.0716], [-0.1136, 0.2859, -0.1949], [0.1271, -0.1343, 0.1582], [-0.0548, -0.3076, -0.1031], [0.3071, -0.1660, -0.1042], [0.3136, 0.2133, 0.0101], [-0.0923, 0.2784, -0.0444], [-0.3900, -0.0084, -0.0952], [-0.2162, 0.1165, -0.1295], [-0.0493, -0.1522, -0.1453], [-0.1876, -0.0245, -0.2335], [-0.0337, -0.0240, 0.3216], [0.3147, 0.0354, 0.0262], [0.1730, -0.1848, 0.2890], [0.2839, 0.2051, 0.0514], [-0.0599, -0.2955, 0.1024], [-0.2687, -0.0328, 0.2972], [2.2938, -0.8833, 0.2469], [-1.5226, 0.8563, -0.5596], [-0.2966, -0.8173, 0.0871], [-0.2764, -0.0683, -0.3713], [0.1387, -0.0645, 0.1382], [0.0050, 0.4441, -0.1509], [0.0663, 0.4201, 0.7400], [-0.2065, -0.1837, 0.2487], [-0.0401, -0.2092, -0.2498], [0.2260, -0.0439, -0.0503], [0.1553, 0.2599, 0.0719], [-0.1675, 0.0121, 0.3530]]
}

=====

2.
{
  "formula": "C29H26O4Sb2V",
  "method": "wB97M-V/def2-TZVPD",
  "e_homo_ev": [-8.257, -8.681],
  "e_above_lowest_kcal_mol": 0.0,
  "lumo_energy_ev": [-0.237, -0.320],
  "multiplicity": 4,
  "total_charge": 0,
  "homo_lumo_gap_ev": [8.02, 8.36],
  "e_tot_ha": -2846.10096,
  "symbols": ["V", "O", "C", "O", "C", "O", "O", "C", "C", "C", "Sb", "C", "C", "C", "C", "C", "C", "C", "C", "C", "C", "C", "C", "Sb", "C", "C", "C", "C", "C", "C", "C", "C", "C", "C", "C", "C", "H", "H", "H", "H", "H", "H", "H", "H", "H", "H", "H", "H", "H", "H", "H", "H", "H", "H", "H", "H", "H", "H", "H", "H", "H", "H"],
  "coordinates": [[-2.002624, -0.194008, -1.171811], [-5.042736, -0.513806, 0.022114], [-4.374929, -0.035639, -0.871716], [-3.807713, -0.713224, -1.843669], [-3.963631, 1.503707, -0.881011], [-4.704024, 2.335038, -0.421403], [-2.768421, 1.673703, -1.376967], [-2.046782, 0.880416, 1.875617], [-0.813658, 1.230948, 1.055167], [-0.752202, 2.676919, 0.559566], [-0.095900, 3.004646, -1.478766], [1.978983, 3.131622, -0.941537], [2.780304, 4.018533, -1.656704], [4.125953, 4.183532, -1.349255], [4.692981, 3.458892, -0.313250], [3.910116, 2.572627, 0.415603], [2.569119, 2.415678, 0.101591], [0.047886, 0.986156, -2.351380], [-0.913309, 0.576339, -3.292584], [-0.705104, -0.547155, -4.098810], [0.488093, -1.238793, -4.025502], [1.470350, -0.822555, -3.131389], [1.247755, 0.257067, -2.297695], [-2.458742, -1.225593, 2.206657], [-1.602978, -2.056679, 0.364996], [-0.211191, -2.035615, 0.138132], [0.375238, -2.860918, -0.807962], [-0.415329, -3.707948, -1.574826], [-1.789378, -3.716236, -1.404792], [-2.379179, -2.899725, -0.444619], [-0.639698, -1.599005, 3.291836], [-0.054643, -2.864118, 3.266062], [1.075245, -3.146339, 4.017715], [1.640454, -2.164328, 4.820298], [1.063595, -0.905116, 4.868676], [-0.069354, -0.629410, 4.112325], [-2.949408, 1.319711, 1.445806], [-1.959381, 1.312677, 2.875826], [-0.738035, 0.599258, 0.152350], [0.090465, 0.938341, 1.596624], [-0.103906, 3.286887, 1.191267], [-1.751830, 3.110693, 0.576477], [2.357026, 4.598837, -2.469790], [4.729150, 4.880079, -1.917435], [5.739916, 3.586440, -0.069823], [4.345694, 2.008372, 1.230799], [1.974870, 1.723639, 0.690249], [-1.811779, 1.167939, -3.426393], [-1.477059, -0.850251, -4.794300], [0.660070, -2.094307, -4.665938], [2.415156, -1.350270, -3.084257], [2.029951, 0.564388, -1.614894], [0.416050, -1.415794, 0.768280], [1.448732, -2.846720, -0.942194], [0.042723, -4.355659, -2.311591], [-2.415663, -4.360284, -2.007700], [-3.453553, -2.918715, -0.303989], [-0.475031, -3.647476, 2.643077], [1.514181, -4.135288, 3.979341], [2.522783, -2.382323, 5.407887], [1.492818, -0.134143, 5.495954], [-0.498485, 0.364356, 4.173661]],
  "forces_ev_per_a": [[0.1956, 0.2493, -0.7873], [-0.0821, 0.1224, 0.0432], [-0.1335, 0.0910, -0.2502], [0.2830, 0.0787, 0.4204], [-0.4847, -0.2277, 0.1194], [0.1160, 0.1471, -0.0545], [0.1159, -0.4211, 0.2767], [-0.0461, 0.0420, -0.0092], [0.0102, -0.1527, -0.3384], [-0.0855, 0.0108, 0.1315], [-0.1207, 0.0573, -0.0411], [0.1470, -0.0106, -0.0541], [0.0521, 0.0167, -0.0643], [-0.0002, -0.0165, 0.0112], [0.0113, -0.0017, 0.0059], [0.0493, 0.0231, -0.0113], [-0.1223, -0.0209, 0.0713], [0.0364, 0.0901, 0.1023], [-0.0575, 0.0759, 0.0855], [-0.0356, -0.0172, 0.0270], [0.0081, -0.0158, 0.0078], [0.0000, -0.0273, -0.0187], [-0.0076, 0.0348, 0.0844], [-0.0847, -0.0675, -0.0216], [0.1622, 0.0296, 0.0412], [-0.0674, -0.0369, 0.0869], [-0.0190, 0.0040, -0.0139], [0.0107, -0.0221, -0.0313], [-0.0634, 0.0373, -0.0006], [-0.1015, 0.0427, 0.1202], [0.0624, 0.0766, 0.0708], [-0.0534, -0.0654, -0.0512], [0.0351, 0.0005, 0.0260], [0.0034, -0.0050, 0.0029], [0.0132, -0.0175, 0.0007], [0.0184, 0.0533, -0.0083], [0.0093, -0.0260, -0.0183], [-0.0294, -0.0001, -0.0003], [0.2180, -0.1895, 0.1937], [0.0049, 0.0924, 0.0287], [-0.0022, 0.0127, -0.0065], [0.0119, 0.0046, 0.0033], [-0.0245, -0.0094, 0.0063], [-0.0045, 0.0045, -0.0055], [0.0000, -0.0019, 0.0039], [-0.0066, -0.0077, 0.0015], [0.0090, 0.0131, -0.0133], [-0.0091, -0.0322, -0.0476], [0.0044, 0.0061, -0.0070], [0.0081, 0.0017, -0.0014], [0.0016, 0.0019, 0.0054], [0.0092, -0.0086, -0.0048], [0.0486, -0.0061, -0.0509], [-0.0021, 0.0059, 0.0029], [0.0026, -0.0035, 0.0057], [0.0165, -0.0060, -0.0118], [-0.0019, -0.0183, -0.0545], [-0.0131, 0.0126, -0.0001], [0.0011, -0.0023, -0.0014], [-0.0001, -0.0018, 0.0007], [-0.0015, 0.0040, 0.0014], [-0.0154, -0.0034, -0.0093]]
}

=====

Question: What is the formula in the second record?
Answer: C29H26O4Sb2V